# C5H3F3S3

An isolated molecule of C5H3F3S3 (ωB97M-V/def2-TZVPD, the Open Molecules 2025 dataset).

Properties
* total energy: -45890.3408 eV
* highest occupied orbital energy: -8.55 eV
* relative energy (zero: lowest compared OMol25 entry of this formula, charge and spin): 192.8 kJ/mol
* orbital gap: 7.472 eV
* structure (SMILES): FC(F)(F)Cc1cssc1=S
* E_LUMO: -1.07 eV

Atoms and positions in Å:
1 F 2.6640 -0.7629 1.1693
2 C 2.4951 -0.0813 0.0513
3 F 3.4986 0.9006 -0.3028
4 F 2.5781 -1.1111 -0.9808
5 C 1.2523 0.6055 0.0970
6 C 0.0141 -0.0396 0.3018
7 C -0.2207 -1.4126 0.1097
8 S -1.9981 -1.8830 -0.1668
9 S -2.7673 -0.0566 0.0685
10 C -1.2632 0.8189 0.1620
11 S -1.1929 2.5134 -0.1025
12 H 1.2825 1.5187 0.7031
13 H 1.1940 1.0589 -0.9445
14 H 0.5230 -2.3433 0.1515